--- P ---
Entry from the Open Molecules 2025 dataset: a single C4H7N2P molecule (ωB97M-V with the def2-TZVPD basis set).

```
14
Properties=species:S:1:pos:R:3:nbo_charge:R:1
P -1.6458 2.1027 1.5009 0.46
N -0.6000 1.8713 2.6835 -0.63
N 0.3824 0.9933 2.7740 -0.32
C -0.1586 0.0613 0.7070 0.03
C 0.7863 -0.7922 -1.4415 -0.61
C -0.4891 -0.3980 -0.6376 -0.49
C 0.5586 0.1082 1.7590 -0.21
H -1.0994 -1.2499 -0.5363 0.22
H -1.0509 0.2923 -1.1230 0.23
H 1.2546 -1.6272 -1.0483 0.20
H -0.6962 2.4268 3.6153 0.43
H 0.5670 -1.1064 -2.5043 0.21
H 1.4366 -0.5222 2.1561 0.24
H 1.6506 -0.0654 -1.4955 0.22
```

Calculated values
* LUMO level: -0.007 Eh
* HOMO level: -7.6 eV
* charge: 0



--- Q ---
Entry from the Open Molecules 2025 dataset: a molecular structure, C4H7N2P (ωB97M-V with the def2-TZVPD basis set).

```
14
Properties=species:S:1:pos:R:3:nbo_charge:R:1
P 0.1871 2.5530 0.9919 0.94
N 1.3669 1.5913 1.2161 -0.93
N -0.5379 0.2882 0.0104 -0.34
C 1.6558 -1.1018 0.3126 -0.71
C -0.9478 1.5838 0.1832 -0.61
C 0.7165 -0.0133 0.4177 0.43
C -1.3365 -0.5427 -0.8384 -0.41
H -2.1282 0.1335 -1.1242 0.23
H -2.0092 1.9093 -0.0652 0.23
H 1.5822 -1.6648 -0.5877 0.23
H 1.5431 -1.6236 1.1976 0.24
H -1.7925 -1.3409 -0.2074 0.21
H -0.9369 -1.0642 -1.7589 0.23
H 2.6373 -0.7075 0.2524 0.26
```

Calculated values
* LUMO level: 0.025 Eh
* HOMO level: -7.8 eV
* charge: 0



--- R ---
Entry from the Open Molecules 2025 dataset: a single C4H7N2P molecule (ωB97M-V with the def2-TZVPD basis set).

```
14
Properties=species:S:1:pos:R:3:nbo_charge:R:1
P 4.0335 0.7218 0.0509 0.32
N 0.3240 -0.1582 -0.0703 -0.59
N -1.9914 0.1254 -0.0813 -0.56
C -0.9197 -0.6819 0.0246 0.32
C 2.8388 -0.5856 -0.0280 -0.72
C -1.7482 1.5324 -0.1820 -0.45
C 1.4827 -0.9241 0.1071 0.05
H -1.2139 -1.7451 0.2119 0.17
H -2.9112 -0.4067 -0.0751 0.41
H -1.6605 1.8773 -1.2896 0.20
H 1.4287 -1.9148 0.5665 0.16
H -0.7584 1.4608 0.2788 0.26
H -2.3783 2.1574 0.4374 0.21
H 3.4739 -1.4584 0.0492 0.22
```

Calculated values
* LUMO level (spin up / spin down): -0.025 / -0.029 Eh
* HOMO level (spin up / spin down): -6.9 / -6.8 eV
* charge: 0



--- S ---
Entry from the Open Molecules 2025 dataset: 2 unconnected molecules or ions with the total composition C4H7N2P (ωB97M-V with the def2-TZVPD basis set).

```
14
Properties=species:S:1:pos:R:3:nbo_charge:R:1
P -0.6131 1.2925 -1.9104 0.30
N 0.9661 1.4556 -1.5354 -1.12
N -0.0580 -1.7154 0.3355 -0.51
C -1.4666 -0.0056 0.3857 -0.32
C -0.6161 0.0716 1.5105 -0.30
C -1.0853 -1.1172 -0.3290 -0.06
C 0.2419 -0.9890 1.4454 -0.07
H 1.0311 -1.2867 2.1085 0.21
H -1.5074 -1.5360 -1.2232 0.23
H 1.3005 2.1139 -0.8428 0.38
H -2.3037 0.6314 0.1791 0.25
H -0.6509 0.8199 2.2769 0.23
H 0.4468 -2.5219 -0.0018 0.42
H 1.6820 0.8346 -1.8895 0.38
```

Calculated values
* LUMO level: 0.025 Eh
* HOMO level: -6.5 eV
* charge: 0



Of them, S has the highest stability.



--- P ---
Entry from the Open Molecules 2025 dataset: 2 unconnected molecules or ions with the total composition FH2O2P (ωB97M-V with the def2-TZVPD basis set).

```
6
Properties=species:S:1:pos:R:3:nbo_charge:R:1
P -1.6028 1.1501 -0.0746 1.59
F 1.2638 -0.0788 -0.0645 -0.63
O -1.3327 -0.3239 -0.5690 -0.99
O -0.2987 1.7179 0.3139 -1.08
H -0.3983 -0.5088 -0.4412 0.53
H 0.9358 0.9329 -0.0262 0.58
```

Calculated values
* LUMO level: -0.024 Eh
* HOMO level: -11.6 eV
* SMILES: O=PO.F
* charge: 0



--- Q ---
Entry from the Open Molecules 2025 dataset: a single FH2O2P molecule (ωB97M-V with the def2-TZVPD basis set).

```
6
Properties=species:S:1:pos:R:3:nbo_charge:R:1
P -0.6257 1.1502 0.0758 0.63
F 0.9722 -1.5698 -0.4022 -0.16
O 1.0481 -0.7185 0.7165 0.11
O 0.9062 0.5271 0.2187 -0.48
H -1.3986 -0.0473 0.5879 -0.03
H -0.9023 0.6583 -1.1967 -0.07
```

Calculated values
* LUMO level: 0.024 Eh
* HOMO level: -10.6 eV
* SMILES: FOOP
* charge: 0



Of them, P has the highest stability.



--- P ---
Entry from the Open Molecules 2025 dataset: a single C4H12NO3P molecule (ωB97M-V with the def2-TZVPD basis set).

```
21
Properties=species:S:1:pos:R:3:nbo_charge:R:1
P -0.9707 0.2572 -1.0108 1.61
O -0.0989 -0.4585 0.1048 -0.91
O 0.1126 1.5383 -1.1309 -0.84
O -2.1823 0.8565 -0.0694 -0.84
N 1.8702 -1.9672 -0.0144 -0.62
C -0.1193 2.5155 -2.1084 -0.25
C 1.3653 -0.7055 0.1560 0.09
C -2.2594 1.0223 1.3323 -0.25
C 1.3293 -2.7483 1.1026 -0.44
H -1.9519 0.1196 1.8433 0.19
H -1.8048 2.0880 1.6469 0.18
H 1.7983 0.0302 -0.6740 0.20
H 0.5932 -2.2238 1.6413 0.21
H 1.5275 -0.4127 1.1771 0.18
H -3.3302 1.1861 1.4839 0.19
H -1.2373 2.8035 -1.9692 0.17
H 0.1019 2.0831 -3.0294 0.17
H 0.9069 -3.7454 0.7231 0.20
H 2.1913 -3.2451 1.6745 0.20
H 1.6542 -2.3943 -0.9517 0.37
H 0.5041 3.4003 -1.9275 0.19
```

Calculated values
* LUMO level: 0.037 Eh
* HOMO level: -9.0 eV
* SMILES: CNCOP(OC)OC
* charge: 0



--- Q ---
Entry from the Open Molecules 2025 dataset: 3 unconnected molecules or ions with the total composition C4H12NO3P (ωB97M-V with the def2-TZVPD basis set).

```
21
Properties=species:S:1:pos:R:3:nbo_charge:R:1
P -0.2806 -1.1230 0.0717 1.40
O 0.0015 0.4483 -1.6864 -0.57
O -0.0719 0.1282 1.1300 -0.86
O 2.3597 1.3914 -0.1648 -0.74
N -1.8087 -1.3983 0.1754 -1.03
C 0.3548 1.6160 -1.6563 0.36
C -2.7032 -2.4340 -0.3495 -0.41
C -1.0097 0.8593 1.9153 -0.25
C 3.0561 0.1381 -0.2953 -0.24
H -2.8900 -2.2418 -1.3861 0.19
H 1.1172 1.9516 -2.2121 0.12
H -2.2196 -3.4784 -0.2299 0.18
H 2.9435 -0.0486 -1.3846 0.18
H -1.1165 0.6531 2.9386 0.18
H -1.9953 0.7820 1.4216 0.21
H 4.0400 0.1080 -0.0794 0.17
H -0.6034 1.9092 1.8001 0.17
H 2.5911 -0.6630 0.1802 0.18
H 2.0577 1.5299 0.7471 0.48
H -0.1116 2.2888 -1.0748 0.11
H -3.7112 -2.4167 0.1392 0.19
```

Calculated values
* LUMO level: 0.020 Eh
* HOMO level: -8.4 eV
* SMILES: C/N=P/OC.C=O.CO
* charge: 0



Of them, P has the highest stability.



--- P ---
Entry from the Open Molecules 2025 dataset: 11 unconnected molecules or ions with the total composition C4H30N2O11 (ωB97M-V with the def2-TZVPD basis set).

```
47
Properties=species:S:1:pos:R:3:nbo_charge:R:1
O 3.9133 -2.0721 1.8664 -0.94
O 0.8394 -2.2177 -3.7984 -0.96
O -0.8445 1.0190 1.9820 -1.01
O 1.8454 -0.0080 3.5369 -0.95
O -1.4526 1.6672 -0.7154 -0.69
O -3.4382 2.6597 2.0795 -0.95
O -2.9798 -2.2746 -0.0493 -1.00
O -3.2701 0.2933 0.3632 -1.00
O -0.7012 -4.0951 -0.4086 -0.97
O 2.2247 -1.7176 -0.7685 -0.97
O 0.1654 -2.0427 1.5020 -1.00
N 1.5774 1.6254 -0.4301 -0.65
N -0.6652 -0.0239 -1.9608 -0.82
C 0.4581 3.4418 -1.7760 -0.62
C 0.7500 1.9555 -1.6449 -0.15
C -0.5414 1.2045 -1.3856 0.71
C 2.5534 2.6718 -0.0963 -0.44
H -2.5058 0.4108 0.9485 0.50
H -3.5200 -1.4642 -0.0961 0.52
H -0.6178 -1.4930 1.4445 0.52
H -0.1824 1.4449 1.4232 0.51
H -1.4149 -0.6257 -1.6555 0.41
H 1.1860 1.5729 -2.5605 0.19
H 0.0003 -1.9053 -4.1344 0.48
H -0.3357 -3.7986 0.4366 0.48
H 1.6097 -2.0844 -4.3474 0.49
H 2.0030 -0.4281 2.6879 0.46
H 0.6128 -2.1524 2.3376 0.48
H -3.2073 3.5407 1.7609 0.47
H 0.1758 -0.5493 -2.1684 0.42
H -1.4915 -3.5502 -0.5114 0.48
H 0.9121 0.2393 3.5254 0.49
H -3.3701 2.1349 1.2615 0.48
H 2.1010 0.7756 -0.5857 0.39
H -0.1708 3.5315 -2.6710 0.22
H 2.1677 3.3864 0.6294 0.21
H -0.2074 3.8605 -1.0371 0.23
H 3.1384 3.0079 -0.9481 0.18
H 2.8268 -1.9827 -0.0627 0.48
H 3.2991 2.2038 0.5678 0.21
H -3.5327 -2.9877 0.2833 0.48
H -3.0642 0.9328 -0.3482 0.50
H -1.4911 1.6624 2.3054 0.50
H 1.4906 -2.3398 -0.6653 0.49
H 3.0529 -2.4858 1.9521 0.47
H 3.8547 -1.1939 2.2526 0.48
H 1.3897 3.9647 -1.9077 0.22
```

Calculated values
* LUMO level: 0.008 Eh
* HOMO level: -9.6 eV
* SMILES: CN[C@H](C)C(N)=O.O.O.O.O.O.O.O.O.O.O
* charge: 0



--- Q ---
Entry from the Open Molecules 2025 dataset: 10 unconnected molecules or ions with the total composition C4H30N2O11 (ωB97M-V with the def2-TZVPD basis set).

```
47
Properties=species:S:1:pos:R:3:nbo_charge:R:1
O -2.3573 -0.5690 -1.2902 -0.77
O -2.1910 3.3283 2.6129 -0.94
O 1.3165 4.0026 1.7216 -0.96
O 3.2346 -0.9190 2.1141 -0.97
O 1.5036 1.3952 4.0180 -0.98
O 2.0280 2.6115 -1.2825 -0.94
O -0.7420 -3.1504 -2.8584 -0.72
O -0.3886 -2.9444 0.8360 -0.96
O -4.2428 -0.2720 2.2737 -0.92
O -0.2983 -1.3954 4.1892 -0.97
O -1.9435 0.3043 -4.4363 -0.96
N -0.3480 0.3444 -1.8441 -0.69
N 2.2608 -1.7673 -0.9009 -0.87
C -0.1282 -1.8560 -3.1398 -0.09
C 0.2380 -1.0350 -1.8928 -0.09
C 1.7988 -0.8231 -1.8888 -0.23
C -1.5041 0.4629 -0.9604 0.09
H 1.6389 2.2712 3.6594 0.49
H -0.8863 -1.2934 -3.6510 0.22
H -2.1078 1.3754 -1.1623 0.17
H 1.9404 0.2722 -1.9119 0.19
H 0.3916 -2.3965 0.7472 0.48
H -3.8969 -1.1684 2.1494 0.46
H -0.1531 -3.8881 0.9202 0.49
H -0.8363 -0.7265 4.6054 0.49
H -1.4050 3.3788 2.0664 0.47
H -1.9048 1.2354 -4.6632 0.47
H -2.4325 -1.3589 -0.7405 0.50
H -0.1944 -3.5160 -2.1326 0.46
H 1.7910 1.8989 -0.6839 0.48
H -2.5833 0.1532 -3.7084 0.49
H 1.2548 3.1782 -1.2734 0.46
H 2.1672 -1.5843 0.0886 0.37
H -0.0153 -1.2979 3.2849 0.49
H 1.9167 3.5239 1.1417 0.48
H 1.0531 4.7851 1.2143 0.48
H 2.7397 -0.3336 2.7187 0.49
H -3.4763 0.1132 1.7782 0.46
H -2.9367 3.1384 2.0439 0.47
H -1.1410 0.3186 0.0643 0.15
H 1.0894 1.3901 4.8786 0.49
H -0.0615 -1.6137 -1.0308 0.21
H 3.2702 -1.9280 -1.0106 0.36
H 2.3243 -1.1207 -2.8454 0.18
H 0.7228 -2.0372 -3.7999 0.16
H -0.3845 0.8510 -2.7095 0.39
H 3.8789 -1.3379 2.6913 0.48
```

Calculated values
* LUMO level: -0.005 Eh
* HOMO level: -8.7 eV
* SMILES: NC[C@H](CO)NCO.O.O.O.O.O.O.O.O.O
* charge: 0



Of them, P has the highest stability.



--- P ---
Entry from the Open Molecules 2025 dataset: a single C3H4FN3O molecule (ωB97M-V with the def2-TZVPD basis set).

```
12
Properties=species:S:1:pos:R:3:nbo_charge:R:1
F -2.2007 -0.9826 -0.4610 -0.41
O 2.6093 -0.9441 -0.2187 -0.49
N 0.3172 1.4788 -0.1620 -0.20
N 1.4523 -0.2663 -0.0664 0.09
N 1.5152 1.0462 -0.4116 -0.09
C 0.2212 -0.6350 0.0268 -0.01
C -1.8464 0.3872 0.0521 0.06
C -0.4927 0.4035 -0.0013 -0.11
H -2.3656 1.1250 -0.6415 0.21
H -2.6020 0.4604 1.0649 0.20
H 3.2954 -0.3326 0.3544 0.50
H 0.0969 -1.7406 0.4643 0.25
```

Calculated values
* LUMO level: 0.018 Eh
* HOMO level: -9.8 eV
* SMILES: On1cc(CF)nn1
* charge: 0



--- Q ---
Entry from the Open Molecules 2025 dataset: a molecular structure, C3H4FN3O (ωB97M-V with the def2-TZVPD basis set).

```
12
Properties=species:S:1:pos:R:3:nbo_charge:R:1
F -0.9594 1.9637 -0.1113 -0.28
O -2.8161 -0.0439 -0.0165 -0.48
N -0.9284 -1.3430 -0.1254 -0.26
N -1.5150 -0.1934 -0.2373 0.06
N 2.1946 0.4034 0.1734 -0.84
C -0.5083 0.7681 -0.1198 0.46
C 0.3083 -1.2041 -0.0531 -0.04
C 0.7396 0.1507 -0.1690 -0.05
H -3.1210 0.4122 1.1035 0.45
H 2.4886 1.5637 -0.2324 0.37
H 3.2953 -0.3278 -0.3922 0.39
H 0.8216 -2.1496 0.1803 0.22
```

Calculated values
* LUMO level: -0.002 Eh
* HOMO level: -8.6 eV
* charge: 0



--- R ---
Entry from the Open Molecules 2025 dataset: a single C3H4FN3O molecule (ωB97M-V with the def2-TZVPD basis set).

```
12
Properties=species:S:1:pos:R:3:nbo_charge:R:1
F 2.4812 -0.8908 0.7943 -0.33
O -1.4816 -2.2190 0.1595 -0.62
N 0.2363 0.8992 0.1260 -0.26
N -1.7207 -0.0163 0.6150 -0.62
N 0.3067 -0.4913 -0.0932 -0.33
C -0.9326 1.1310 0.5643 0.18
C -0.9903 -1.0997 0.2004 0.75
C 1.7515 -0.9178 -0.3328 0.24
H -2.7285 -0.1041 0.4819 0.43
H -1.2968 2.1364 0.8896 0.22
H 1.7713 -1.9092 -0.7826 0.17
H 2.1247 -0.3240 -1.0359 0.17
```

Calculated values
* LUMO level: 0.030 Eh
* HOMO level: -9.3 eV
* SMILES: O=c1[nH]cnn1CF
* charge: 0



Of them, R has the highest stability.



--- P ---
Entry from the Open Molecules 2025 dataset: a gas-phase ion, CH6N3 (charge +1) (ωB97M-V with the def2-TZVPD basis set).

```
10
Properties=species:S:1:pos:R:3:nbo_charge:R:1
N 1.6211 0.1555 -0.0312 -0.68
N -1.7667 -0.0490 -0.0001 -0.71
N 0.5019 -0.4829 0.1030 -0.32
C -0.5038 0.2798 -0.0445 0.36
H 0.6599 -1.4846 0.1493 0.44
H -0.3312 1.2925 -0.2009 0.23
H 1.9104 1.0073 0.4861 0.41
H -2.3073 0.6909 -0.3066 0.42
H 2.4507 -0.4228 -0.2607 0.40
H -2.2350 -0.9868 0.1057 0.45
```

Calculated values
* LUMO level: -0.133 Eh
* HOMO level: -13.7 eV
* SMILES: NNC=[NH2+]
* charge: +1



--- Q ---
Entry from the Open Molecules 2025 dataset: a gas-phase ion, CH6N3 (charge +1) (ωB97M-V with the def2-TZVPD basis set).

```
10
Properties=species:S:1:pos:R:3:nbo_charge:R:1
N -0.3977 -1.1910 -1.0202 -0.55
N 0.2809 0.2759 0.6055 -0.24
N 0.6860 -0.5856 -0.3387 -0.28
C 0.7017 1.4194 1.1230 -0.07
H -0.9386 -0.4818 -1.7343 0.41
H 1.6297 1.9190 1.1634 0.24
H -0.6718 0.0823 0.9405 0.39
H 0.0124 -1.8956 -1.6947 0.48
H -1.1717 -1.5612 -0.4668 0.41
H -0.1309 2.0185 1.4223 0.21
```

Calculated values
* LUMO level: -0.170 Eh
* HOMO level: -13.5 eV
* charge: +1



--- R ---
Entry from the Open Molecules 2025 dataset: 2 unconnected molecules or ions with the total composition CH6N3 (ωB97M-V with the def2-TZVPD basis set).

```
10
Properties=species:S:1:pos:R:3:nbo_charge:R:1
N -0.2722 -0.1547 -0.1208 -0.31
N 2.5359 -0.1850 -0.0386 -0.62
N -1.7865 -0.1554 -0.0074 -0.61
C 0.4281 0.7872 0.2594 0.26
H -2.0205 -0.9418 0.6951 0.46
H 2.3708 -0.2389 -1.0410 0.33
H -2.1037 -0.4309 -0.9793 0.47
H -2.2784 0.6879 0.4042 0.44
H 2.3687 -1.1178 0.3246 0.33
H 0.7577 1.7494 0.5039 0.26
```

Calculated values
* LUMO level (spin up / spin down): -0.203 / -0.173 Eh
* HOMO level (spin up / spin down): -14.7 / -13.7 eV
* charge: +1



Of them, P has the highest stability.